No. 1
DFT (wB97M-V/def2-TZVPD) results for 12 unconnected molecules or ions with the total composition H24O12.

Output
LUMO energy: -0.5 eV
DFT total energy: -24960.008 eV
energy above the lowest of the compared OMol25 structures with the same formula, charge and spin: 38.9 kcal/mol
HOMO level: -10.21 eV
SMILES: O.O.O.O.O.O.O.O.O.O.O.O

Last column: Mulliken charge in e.
Atoms and positions in Å:
O1 1.31 -2.34 -2.53  -0.605
H1 0.75 -2.69 -3.23  0.291
H2 0.75 -2.32 -1.76  0.327
O2 -0.99 0.70 2.60  -0.508
H3 -1.32 1.33 3.24  0.267
H4 -0.05 0.83 2.61  0.211
O3 -2.77 1.95 0.31  -0.633
H5 -3.15 1.81 1.18  0.308
H6 -2.10 1.27 0.23  0.343
O4 3.12 0.38 -0.32  -0.701
H7 3.06 0.29 -1.27  0.318
H8 2.66 -0.38 0.03  0.342
O5 2.21 0.91 2.22  -0.616
H9 2.40 0.98 1.28  0.384
H10 2.96 0.44 2.58  0.284
O6 -2.69 -1.33 1.80  -0.661
H11 -2.17 -1.65 1.06  0.464
H12 -2.43 -0.41 1.89  0.248
O7 0.62 2.90 0.41  -0.582
H13 0.78 2.99 1.35  0.260
H14 1.16 3.58 0.01  0.257
O8 2.00 -2.03 0.45  -0.668
H15 2.03 -2.76 -0.16  0.279
H16 1.48 -2.35 1.18  0.289
O9 -0.30 0.40 -0.27  0.249
H17 0.00 1.25 0.04  0.150
H18 0.14 -0.23 0.29  -0.030
O10 0.22 2.33 -2.91  -0.646
H19 -0.02 2.06 -2.02  0.265
H20 -0.14 3.21 -3.00  0.298
O11 -2.23 -0.48 -2.36  -0.579
H21 -2.14 -1.37 -2.69  0.284
H22 -1.56 -0.40 -1.68  0.241
O12 -1.22 -2.57 -0.05  -0.682
H23 -0.62 -3.27 0.23  0.263
H24 -1.77 -2.99 -0.72  0.292

---

No. 2
DFT (wB97M-V/def2-TZVPD) results for C18H21N5OS2 in the gas phase.

Output
LUMO energy: 0.2 eV
DFT total energy: -50175.298 eV
energy above the lowest of the compared OMol25 structures with the same formula, charge and spin: 0.0 kcal/mol
HOMO level: -8.30 eV
SMILES: C=CCn1c(SCc2cc(=O)n3ccsc3n2)nnc1C1CCCCC1

Last column: Mulliken charge in e.
Atoms and positions in Å:
C1 0.95 -2.50 -3.38  -0.879
C2 1.38 -1.30 -3.71  0.075
C3 0.76 0.01 -3.29  -1.120
N1 -0.41 -0.16 -2.48  0.219
C4 -0.43 -0.39 -1.13  0.475
S1 1.02 -0.42 -0.17  -0.261
C5 0.25 -0.77 1.45  -0.607
C6 1.08 -0.23 2.56  0.900
C7 2.42 -0.44 2.65  -0.775
C8 3.21 0.08 3.73  0.161
O1 4.39 -0.03 3.93  -0.648
N2 2.41 0.82 4.65  0.047
C9 2.89 1.43 5.78  -0.590
C10 1.95 2.07 6.49  -0.219
S2 0.37 1.92 5.75  -0.151
C11 1.07 0.98 4.47  0.485
N3 0.39 0.49 3.48  -0.517
N4 -1.66 -0.56 -0.70  -0.541
N5 -2.47 -0.44 -1.77  -0.590
C12 -1.74 -0.20 -2.83  0.016
C13 -2.26 -0.02 -4.21  0.638
C14 -3.70 0.50 -4.17  -1.048
C15 -4.25 0.65 -5.58  -0.702
C16 -4.20 -0.67 -6.33  -0.669
C17 -2.76 -1.19 -6.38  -0.796
C18 -2.21 -1.36 -4.97  -0.467
H1 1.45 -3.39 -3.71  0.317
H2 0.08 -2.65 -2.76  0.251
H3 2.26 -1.17 -4.33  0.366
H4 0.49 0.59 -4.18  0.391
H5 1.49 0.58 -2.71  0.560
H6 0.15 -1.86 1.53  0.315
H7 -0.74 -0.32 1.44  0.434
H8 2.94 -1.01 1.90  0.454
H9 3.94 1.35 5.99  0.400
H10 2.06 2.61 7.40  0.471
H11 -1.63 0.71 -4.73  0.358
H12 -4.31 -0.21 -3.60  0.321
H13 -3.73 1.45 -3.64  0.391
H14 -5.29 1.01 -5.53  0.375
H15 -3.67 1.40 -6.12  0.335
H16 -4.83 -1.40 -5.82  0.335
H17 -4.58 -0.54 -7.35  0.330
H18 -2.73 -2.15 -6.90  0.350
H19 -2.14 -0.49 -6.93  0.361
H20 -2.80 -2.09 -4.42  0.292
H21 -1.18 -1.72 -5.01  0.157

---

No. 3
DFT (wB97M-V/def2-TZVPD) results for C6H5BrClNO2 in the gas phase.

Output
LUMO energy: -0.3 eV
DFT total energy: -94448.472 eV
energy above the lowest of the compared OMol25 structures with the same formula, charge and spin: 17.8 kcal/mol
HOMO level: -9.13 eV
SMILES: O=[N+]([O-])[C@@]1(Cl)CC=CC=C1Br

Last column: Mulliken charge in e.
Atoms and positions in Å:
O1 -0.50 2.34 1.07  -0.594
N1 -0.96 1.24 0.89  1.067
O2 -1.73 0.67 1.61  -0.540
C1 -0.69 0.53 -0.47  0.497
Cl1 -1.75 1.31 -1.76  -0.119
C2 0.74 0.78 -0.79  -0.936
C3 1.63 -0.07 0.04  -0.505
C4 1.27 -1.23 0.61  -0.415
C5 -0.11 -1.70 0.40  -0.285
C6 -1.03 -0.90 -0.16  -0.129
Br1 -2.88 -1.28 -0.23  -0.073
H1 0.88 1.84 -0.75  0.459
H2 0.90 0.55 -1.92  0.356
H3 2.58 0.36 -0.18  0.391
H4 2.09 -1.77 1.18  0.327
H5 -0.44 -2.68 0.47  0.500

---

No. 4
DFT (wB97M-V/def2-TZVPD) results for 7 unconnected molecules or ions with the total composition C18H30F6O18PS3.

Output
LUMO energy (spin up / spin down): -1.7 / -8.2 eV
DFT total energy: -114103.545 eV
expectation value of S²: 0.76
spin multiplicity: 2
HOMO level (spin up / spin down): -9.79 / -9.79 eV

Last column: Mulliken charge in e.
Atoms and positions in Å:
P1 0.32 -0.80 0.63  1.708
F1 -1.21 -0.82 0.12  -0.449
F2 -0.20 -0.73 2.13  -0.410
F3 0.24 -2.42 0.60  -0.420
F4 1.85 -0.84 1.12  -0.492
F5 0.85 -0.76 -0.90  -0.365
F6 0.24 0.82 0.47  -0.466
O1 4.65 -3.01 -4.30  -0.618
C1 4.25 -2.63 -3.24  0.466
O2 4.20 -1.32 -3.00  -0.302
C2 4.40 -1.03 -1.66  0.023
C3 4.05 -2.31 -0.87  -0.037
C4 3.95 -3.39 -1.95  -0.541
H1 3.75 -0.25 -1.27  -0.032
H2 5.42 -0.67 -1.52  0.308
H3 3.08 -2.30 -0.36  -0.287
H4 4.76 -2.44 -0.05  0.422
H5 3.03 -3.98 -1.93  0.302
H6 4.67 -4.17 -1.73  0.278
O3 -2.98 -1.89 4.59  -0.589
C5 -2.20 -2.80 4.42  0.520
O4 -1.69 -3.55 5.44  -0.376
C6 -0.79 -4.49 5.02  -0.365
C7 -1.35 -4.81 3.65  -0.668
C8 -1.65 -3.39 3.13  0.100
H7 -0.89 -5.35 5.68  0.322
H8 0.20 -4.02 5.02  0.253
H9 -2.19 -5.50 3.66  0.324
H10 -0.60 -5.32 3.04  0.328
H11 -2.43 -3.31 2.38  0.302
H12 -0.74 -2.82 2.93  -0.189
O5 -3.07 2.35 3.12  -0.580
C9 -2.10 2.57 3.80  0.432
O6 -2.27 3.04 5.03  -0.383
C10 -1.00 3.24 5.63  -0.428
C11 0.01 3.21 4.54  -0.601
C12 -0.61 2.40 3.43  0.744
H13 -0.87 2.46 6.39  0.298
H14 -0.93 4.21 6.12  0.315
H15 0.90 2.83 5.04  0.315
H16 0.28 4.20 4.17  0.306
H17 -0.37 1.34 3.45  -0.072
H18 -0.52 2.70 2.39  -0.318
C13 1.59 3.15 -1.03  -0.186
C14 0.95 2.54 -2.34  0.679
O7 2.18 1.90 -2.69  -0.207
S1 3.48 2.93 -2.75  1.067
O8 3.47 3.65 -4.02  -0.543
O9 4.76 2.34 -2.31  -0.517
O10 2.78 3.80 -1.48  -0.468
H19 1.77 2.55 -0.14  0.215
H20 1.04 4.01 -0.65  0.306
H21 0.63 3.30 -3.05  0.245
H22 0.22 1.75 -2.14  -0.548
C15 -1.23 -1.35 -3.05  0.389
C16 -0.09 -1.31 -4.13  -0.232
O11 -0.71 -0.84 -5.30  -0.247
S2 -2.22 -1.48 -5.48  1.127
O12 -2.05 -2.86 -6.05  -0.423
O13 -3.15 -0.48 -6.03  -0.385
O14 -2.39 -1.54 -3.82  -0.147
H23 -1.34 -0.41 -2.52  -0.181
H24 -1.12 -2.18 -2.36  0.367
H25 0.15 -2.33 -4.44  0.398
H26 0.78 -0.75 -3.78  0.259
C17 -3.74 2.52 -0.38  -0.332
C18 -2.24 2.56 -0.58  0.383
O15 -2.04 3.25 -1.74  -0.313
S3 -3.24 2.94 -2.85  0.957
O16 -2.87 1.76 -3.65  -0.416
O17 -3.67 4.16 -3.49  -0.539
O18 -4.29 2.38 -1.71  -0.379
H27 -4.18 3.46 -0.04  0.346
H28 -4.08 1.67 0.22  0.280
H29 -1.92 1.54 -0.79  -0.192
H30 -1.70 3.10 0.19  0.160

---

No. 5
DFT (wB97M-V/def2-TZVPD) results for 2 unconnected molecules or ions with the total composition C23H29BO2S2.

Output
LUMO energy: -1.0 eV
DFT total energy: -50760.299 eV
HOMO level: -4.77 eV

Last column: Mulliken charge in e.
Atoms and positions in Å:
C1 5.65 3.84 1.25  -1.249
C2 4.41 3.36 1.89  0.637
C3 4.17 3.29 3.25  -0.765
C4 2.92 2.70 3.56  -0.687
C5 2.15 2.42 2.43  -0.602
B1 1.09 -0.05 2.36  0.724
C6 0.89 1.62 2.50  1.835
C7 0.05 2.04 3.63  -1.086
C8 -0.79 3.10 3.38  -0.676
C9 -0.87 3.51 2.04  0.549
C10 -1.77 4.56 1.51  -1.307
S1 0.09 2.54 1.04  -0.426
O1 1.72 -0.48 1.21  -0.480
C11 2.65 -1.53 1.60  1.795
C12 2.54 -2.64 0.58  -1.780
C13 4.03 -0.90 1.52  -1.869
C14 2.18 -1.92 3.08  1.847
C15 1.37 -3.20 3.17  -1.803
C16 3.32 -2.04 4.07  -1.965
O2 1.32 -0.81 3.48  -0.335
S2 3.04 2.77 1.01  -0.141
H1 6.44 3.91 2.01  0.354
H2 5.97 3.15 0.46  0.309
H3 5.51 4.84 0.82  0.265
H4 4.90 3.63 3.99  0.355
H5 2.59 2.44 4.56  0.496
H6 0.18 1.57 4.60  0.545
H7 -1.39 3.60 4.13  0.338
H8 -2.31 5.02 2.34  0.373
H9 -1.22 5.33 0.96  0.322
H10 -2.51 4.11 0.83  0.270
H11 3.23 -3.45 0.84  0.378
H12 1.52 -3.03 0.51  0.203
H13 2.81 -2.26 -0.41  0.450
H14 4.82 -1.63 1.77  0.386
H15 4.21 -0.56 0.49  0.467
H16 4.13 -0.03 2.18  0.156
H17 2.00 -4.05 2.88  0.410
H18 1.05 -3.35 4.21  0.484
H19 0.46 -3.19 2.56  0.241
H20 3.95 -2.90 3.81  0.369
H21 3.95 -1.15 4.07  0.343
H22 2.91 -2.19 5.07  0.461
C17 -1.30 0.08 1.52  -0.015
C18 -0.97 -1.15 0.92  0.306
C19 -1.62 -1.89 -0.06  -0.542
C20 -2.79 -1.60 -0.75  -0.655
C21 -3.53 -0.43 -0.73  -0.304
C22 -3.29 0.71 0.05  -0.798
C23 -2.37 0.88 1.08  0.108
H23 -1.01 0.19 2.57  0.587
H24 -0.10 -1.67 1.33  -0.559
H25 -1.15 -2.85 -0.29  0.284
H26 -3.16 -2.39 -1.42  0.273
H27 -4.40 -0.40 -1.40  0.314
H28 -3.95 1.57 -0.14  0.281
H29 -2.55 1.79 1.68  0.524

---

No. 6
DFT (wB97M-V/def2-TZVPD) results for 2 unconnected molecules or ions with the total composition C5H13NO2.

Output
LUMO energy (spin up / spin down): -3.7 / -9.0 eV
DFT total energy: -10969.210 eV
expectation value of S²: 0.75
energy above the lowest of the compared OMol25 structures with the same formula, charge and spin: 83.3 kcal/mol
spin multiplicity: 2
charge: +1
HOMO level (spin up / spin down): -13.38 / -13.38 eV

Last column: Mulliken charge in e.
Atoms and positions in Å:
C1 1.36 -1.36 -1.35  -0.303
C2 0.39 -2.48 -1.72  -1.110
C3 0.97 0.01 -2.03  -0.497
N1 -0.30 0.38 -1.36  0.066
C4 -0.05 0.85 -0.06  -0.194
C5 -1.27 1.13 0.73  -0.069
O1 -1.19 1.53 1.87  -0.420
H1 2.45 -1.68 -1.39  0.385
H2 1.43 -1.25 -0.28  0.229
H3 0.77 -3.42 -1.44  0.394
H4 0.19 -2.50 -2.99  0.269
H5 -0.44 -2.45 -1.10  0.338
H6 0.66 -0.24 -3.06  0.426
H7 1.81 0.74 -1.87  0.271
H8 -0.82 1.01 -2.06  0.374
H9 0.65 1.67 0.20  0.350
H10 0.47 0.05 0.60  0.203
H11 -2.21 1.00 0.11  0.286
H12 -2.05 2.18 6.34  0.294
H13 -1.50 2.48 4.99  0.302
O2 -1.30 2.34 5.88  -0.593